Molecular formula: C29H45NO6
Method: DFT, ωB97M-V/def2-TZVPD

Kohn-Sham gap in eV: 9.65
SMILES string: CCOCCO[C@@]1(C)OC(=O)O[C@@]1(CNC)OC[C@@H](C)CC(C)C.c1ccccc1.c1ccccc1
E_tot in Eh: -1638.14368
ΔE to the lowest compared entry with this formula, charge and spin in kcal/mol: 27.64
Charge: 0

CARTESIAN COORDINATES (ANGSTROEM)
H: -0.11631 0.37171 5.45721
H: 0.27609 1.39097 3.18133
H: -2.54390 3.48981 -2.50377
C: 1.79993 3.92572 -5.31958
C: 1.42430 -1.68656 0.36116
H: -6.76851 -3.79218 4.36284
H: 2.17240 -3.68667 0.67106
H: -4.21355 -3.51441 0.93967
C: 2.60824 -2.68476 0.58881
C: -0.08009 2.01792 -1.81565
H: -0.05542 -2.38217 -1.96631
C: 1.88795 -0.22283 5.74250
C: 3.19259 4.72857 -7.58704
H: 0.30895 3.20084 -6.68142
C: 1.96129 4.10040 -7.71435
H: 0.61123 2.33557 -1.02500
C: 0.33203 -1.33695 4.16389
C: 3.72876 4.95482 -6.32659
C: 0.99538 -2.16236 -2.13581
H: 5.18543 -1.90283 1.09213
C: -6.60785 -3.49449 3.33425
H: -0.66817 0.22791 -2.76089
H: -2.51541 -0.57074 2.62402
N: 3.29022 -2.40431 1.88278
H: -2.04756 4.21422 -4.08291
H: 1.07865 -1.80395 -3.15862
H: 4.69114 5.44161 -6.22723
H: 1.38739 1.99202 4.37625
C: -7.42263 -2.49931 1.30301
O: 1.83239 -0.43199 0.96465
C: -2.01786 -1.34444 3.20799
C: 0.68176 0.03051 4.79697
O: 0.00131 2.87781 -2.93400
C: -7.62987 -2.88380 2.62057
H: -2.49257 -2.28659 2.92606
C: 2.67001 0.15591 0.08823
H: 1.97676 0.76178 3.21396
C: -0.07632 -2.49384 1.97961
H: 2.39446 0.70263 6.00821
H: -2.22588 -1.20652 4.26623
H: 1.54244 3.92529 -8.69783
O: 0.16080 -2.13353 0.61722
C: 1.37344 -1.14215 -1.09552
H: 4.90159 -3.62912 1.23116
C: 0.21557 0.59175 -2.23005
H: 2.89306 -3.05829 2.54511
C: -6.19249 -2.72173 0.69978
H: 3.44656 4.73953 -4.21043
H: -0.31398 4.43881 -1.57544
C: -0.51173 -1.28537 2.86961
H: -8.58862 -2.70733 3.09183
C: 1.12825 1.10426 3.79899
C: 4.72965 -2.66255 1.72501
H: 3.73492 5.04222 -8.47042
H: 0.74373 -3.06081 2.42118
H: 1.09775 0.57258 -2.86823
H: -6.02886 -2.41600 -0.32600
H: -0.27381 -1.86792 4.90549
H: 5.20592 -2.62160 2.70191
O: 3.35585 1.03903 0.28524
C: 1.26740 3.69587 -6.58161
H: -1.08470 2.10407 -1.38358
H: 1.25717 -1.90551 4.07101
C: 3.03060 4.55755 -5.19396
H: 3.31379 -2.67273 -0.23307
H: -0.92894 -3.17446 1.95876
H: 1.51735 -3.10700 -1.99774
H: -8.22076 -2.02497 0.74576
H: 1.25505 3.61171 -4.43572
H: 1.59537 -0.80848 6.61445
C: -0.48610 4.17315 -2.62076
H: -0.33764 -0.40378 2.25962
H: 0.03559 4.89214 -3.25017
C: -5.38049 -3.72453 2.72838
C: -5.17222 -3.33703 1.41181
H: -4.58464 -4.20596 3.28355
H: 2.62979 -0.80727 5.19091
O: 0.35428 -0.15473 -1.02370
H: -2.33948 5.25448 -2.72464
C: -1.96833 4.26632 -3.00062
O: 2.62012 -0.50497 -1.15154



Molecular formula: C29H46BrCrN2O2PS2Si2
Method: DFT, ωB97M-V/def2-TZVPD

Kohn-Sham gap (alpha / beta) in eV: 6.67 / 7.67
E_tot in Eh: -6727.83616
2S+1: 4
Charge: +1

CARTESIAN COORDINATES (ANGSTROEM)
C: -2.41300 -1.92895 3.64503
H: -3.70378 -2.59074 -4.88501
H: -2.50345 2.68524 -3.50926
H: -0.18667 -3.70312 -4.11489
C: 2.44834 0.93156 3.34768
C: 1.44226 0.42349 2.52210
H: 0.83977 2.74563 2.10168
H: 0.71222 -4.13439 0.67360
H: -2.42451 -3.79079 -3.07201
C: -1.13529 1.27543 -4.42087
N: 0.15281 0.46689 2.92514
H: 3.36363 -0.15862 -2.39901
C: -0.27644 4.48403 1.53152
C: 2.05022 2.17742 -0.81239
C: 0.76460 1.48632 4.97136
Cr: -0.54176 0.18644 1.00260
H: -1.58550 1.39191 -5.40973
H: 1.00320 2.15005 -1.10629
H: -3.33818 -0.32646 4.72545
H: -3.90860 0.95747 2.68795
C: 2.87017 -0.66967 -1.57053
C: -2.20108 4.01341 0.21681
C: 1.53005 -0.20348 1.18522
H: 0.46990 1.88814 5.92877
Si: 2.68551 0.53716 -0.14951
H: 2.62880 2.42964 -1.70346
H: 3.81240 -3.48691 1.81924
H: 2.86887 1.82624 5.24160
N: -0.80672 2.23546 0.95710
Si: 1.83904 -2.08813 1.50395
C: -0.18662 0.99670 4.10291
C: -3.09802 -0.51060 1.34935
H: 1.91222 -1.03670 -1.93321
C: 4.39913 0.92105 0.51913
H: 4.90819 0.06526 0.95759
C: 3.67996 -2.44537 1.51815
H: -1.00721 2.42760 -2.59543
C: 0.99065 -3.17611 0.23376
S: -3.90995 0.62691 -1.91510
H: -2.17226 -1.92697 -5.47509
C: -2.05458 -2.87088 -3.52954
C: -1.43428 2.51100 -3.59662
H: 4.40318 1.73920 1.23893
C: -2.45224 -1.74673 1.24445
O: -2.64210 -1.85778 -2.65302
H: -3.42111 -0.00178 0.44657
C: -3.06782 -0.71070 3.75024
H: 4.17010 -2.31757 0.55685
H: -2.47377 1.93423 -0.25223
P: -2.33021 -0.32252 -2.49006
H: -0.15979 -3.01283 -2.48718
O: -1.78182 0.06567 -3.92314
H: -2.15918 -2.48585 4.53716
H: 2.20189 2.98925 -0.10013
H: 0.09665 -2.72173 -0.19526
H: 3.48937 -1.52625 -1.31265
C: -1.38874 4.94260 0.84350
H: -1.61984 5.99672 0.79122
H: 0.81521 0.85110 -3.59845
H: -2.27819 -2.17884 0.26581
C: -2.62764 -2.74903 -4.92715
H: 0.82520 1.84541 -5.06510
H: 1.66917 -3.38198 -0.59512
H: -2.43912 -3.67566 -5.46986
H: 0.23434 -2.35743 3.44860
H: 1.85218 -1.92927 3.98619
H: -0.97545 3.36881 -4.08979
H: 0.51185 0.11185 -5.18132
H: 4.20114 -1.83256 2.25507
H: -1.60276 -3.40197 2.30732
H: -0.13224 -1.95248 -3.90649
C: 2.10109 1.44874 4.57942
C: -0.01905 3.12945 1.57144
H: 1.52079 -3.56270 3.43366
C: -0.54046 -2.87629 -3.49829
H: 0.39005 5.16926 2.03357
Br: -3.72396 4.54462 -0.74020
C: 0.34654 0.99926 -4.57171
C: -3.38854 0.01120 2.60678
C: 1.29114 -2.51023 3.25125
C: -2.09494 -2.44274 2.39312
H: 5.00104 1.25556 -0.32924
S: -0.64278 -0.21801 -1.27318
H: 3.47818 0.88796 3.02794
H: -1.24171 1.02212 4.33574
C: -1.87971 2.66739 0.28500



Molecular formula: C29H46BrCrN7O4PS3Sb
Method: DFT, ωB97M-V/def2-TZVPD

Kohn-Sham gap (alpha / beta) in eV: 6.26 / 6.11
E_tot in Eh: -7211.60750
2S+1: 5
ΔE to the lowest compared entry with this formula, charge and spin in kcal/mol: 57.65
Charge: 0

CARTESIAN COORDINATES (ANGSTROEM)
C: 0.87522 -2.26120 -0.89861
P: 1.62899 0.11815 2.22828
H: -0.37285 -3.17824 -4.74879
C: 2.81765 2.39429 -3.19972
C: -0.88222 3.09508 -3.44791
H: -0.38665 1.07450 3.05877
N: -0.03745 2.15172 -1.42315
H: 5.84541 1.42353 -2.81910
H: 3.97059 -0.22587 4.17000
C: -8.62917 0.58485 4.17984
Cr: 0.61297 0.54183 -0.04037
H: -0.06712 1.04461 5.51550
H: 1.31740 -4.13269 -2.63225
C: 1.81413 -1.58967 2.85317
C: -0.16065 -4.05480 -4.12708
C: 0.56734 0.41891 4.88726
C: 5.28437 0.50289 -2.66719
C: 3.29689 0.84928 2.38808
H: 1.96476 -1.51588 3.93164
H: -1.20200 2.91242 -4.46274
C: -0.86470 4.35448 -2.87258
H: 2.20036 1.91138 -3.95564
C: 0.61807 1.00816 3.47922
C: -3.09829 -0.06941 2.26741
H: -10.20162 1.18747 2.84866
C: 0.02294 3.38738 -0.88599
H: 0.85278 -2.08434 2.69325
H: 3.19020 1.88503 2.06368
N: -5.00875 0.23004 3.35282
N: -0.54816 -0.45827 -1.55955
C: -1.30649 -2.64390 -2.32865
H: -6.89541 0.01766 5.29628
C: 4.29606 2.58094 -0.49980
H: -6.25638 1.02712 1.19068
C: -9.14312 0.99510 2.96251
C: 2.20195 -3.34677 -4.22723
H: 1.00286 2.02923 3.49390
O: 1.36559 -3.39369 -0.89748
H: -8.65656 1.47765 0.92764
H: 5.06864 2.19537 0.16404
O: 0.94271 2.20587 0.89141
H: 5.08177 0.05612 -3.64006
S: -1.99446 -0.23584 0.95499
C: 0.62179 3.40912 0.48685
C: -1.10670 -4.03884 -2.92857
C: 3.91693 0.79198 3.78259
N: 1.21424 -3.99846 -3.64600
H: 2.79879 -2.55848 1.17226
H: -0.64622 0.10199 -2.41588
H: -1.48235 -0.51415 -1.14122
O: 0.81943 4.42868 1.10025
C: -0.45559 2.05158 -2.65243
H: 0.13649 -0.58117 4.89352
H: 3.02062 -3.37048 2.72055
H: 3.32338 -3.32844 -2.53755
N: -4.34942 0.20466 2.13673
H: -1.85671 -2.06106 -3.07355
C: 2.95591 -2.39627 2.23455
H: 4.73585 3.30951 -1.18019
C: -7.27309 0.33189 4.33894
H: 3.91664 -1.89727 2.37666
H: -2.08164 -4.37683 -3.28007
H: -1.93588 -2.71522 -1.43758
Br: 0.25930 -0.00412 -4.72397
C: -8.27780 1.15405 1.88867
H: 3.71213 2.82078 -3.65420
H: 1.55131 0.36627 5.35320
O: 1.22359 -1.34605 -0.07436
Sb: 3.43128 1.00607 -1.68349
H: -0.76635 -4.75338 -2.17596
C: -0.09266 -1.78227 -1.96586
H: -1.19872 5.21575 -3.43671
S: -2.64328 -0.32624 3.93514
H: 3.94296 0.35138 1.66015
C: -6.41293 0.48902 3.25819
C: -0.38982 4.50466 -1.56762
H: 2.79121 -2.26135 -5.83561
H: -0.29941 -4.95911 -4.72179
H: 2.24556 3.19468 -2.72884
H: 0.51093 -1.59748 -2.86227
H: 3.52263 3.06273 0.09643
C: -6.92460 0.90487 2.02725
S: -4.63324 -0.02283 6.08186
H: -0.31685 5.46332 -1.07457
H: 4.08645 -2.60609 -3.91375
H: 1.22187 -2.92201 -5.94562
H: 3.35404 1.39872 4.49043
H: 4.93357 1.18633 3.74968
H: 5.87656 -0.18754 -2.06879
C: -4.26681 -0.01243 4.46352
N: 3.32563 -3.13456 -3.52787
H: -9.28467 0.45599 5.03139
N: 2.11809 -2.92237 -5.48962



Molecular formula: C29H46BrN3P2PbS
Method: DFT, ωB97M-V/def2-TZVPD

Kohn-Sham gap (alpha / beta) in eV: 5.35 / 3.31
E_tot in Eh: -5143.94432
ΔE to the lowest compared entry with this formula, charge and spin in kcal/mol: 24.65
Charge: +2

CARTESIAN COORDINATES (ANGSTROEM)
C: -0.30919 -0.98504 4.97476
H: 4.45092 -0.31674 -2.07632
H: 4.24261 1.26091 1.36475
C: -2.59832 1.48628 -0.62135
H: -1.92183 -4.81468 0.21225
C: -2.15154 1.72983 -1.98707
C: -0.36141 0.17967 -1.74118
H: -3.43512 4.19295 -1.41680
H: -4.37595 2.68221 -4.93432
H: 1.05491 0.11362 7.20133
H: 6.49195 -1.94782 -2.06920
H: 5.61377 -1.10416 3.28314
C: 4.52322 -1.18846 -1.40214
H: -0.88924 -3.42638 -2.91393
H: -0.98371 -2.53204 2.19436
H: -5.20121 5.81371 -1.92480
H: -7.16074 6.46090 -3.30721
H: -2.61005 2.60596 -3.91679
C: 0.99321 0.71698 6.30235
C: 4.61497 1.14474 0.33694
C: 4.40498 -1.69614 1.48948
C: -5.42435 5.25537 -2.83809
H: -2.69657 -3.57379 -1.14196
C: -3.56509 3.69848 -2.38147
H: -3.27273 -1.64780 1.07827
H: 0.87095 -3.45242 -3.16676
H: -2.81001 -4.17206 1.58587
H: 3.77519 1.31853 -0.35484
C: 1.50987 1.96379 6.06652
C: 5.74687 2.16208 0.06268
Br: 1.29665 0.36678 0.63350
H: 5.44872 3.15715 0.41862
H: 3.37933 -1.37105 1.74091
H: -0.02332 -1.94161 -3.30281
H: 6.15862 -2.52051 2.41425
H: 5.13066 -2.39930 -3.11333
H: 5.97674 2.25812 -1.00685
P: 5.13889 -0.58708 0.20232
C: -1.07618 0.98588 -2.57735
H: -6.30643 3.61105 -6.21332
S: -0.71805 1.63055 2.92821
H: -0.44897 -1.43669 5.97439
H: 0.31807 -1.65449 4.36840
C: -2.06088 0.35251 0.03211
C: -4.93764 3.53866 -4.50912
H: -4.42012 -1.35735 -0.24969
Pb: -1.03085 3.28054 -0.55134
N: 0.34990 0.31921 5.14147
H: -1.40940 -5.19650 1.84998
H: 3.51293 -1.59704 -1.21718
N: 1.20087 2.27547 4.74945
C: -1.79144 -4.38248 1.22261
H: 4.72274 -2.58909 3.45628
H: -2.77554 -1.89965 -1.85851
H: -3.37451 2.15846 -0.20465
C: 0.35345 -2.71590 -1.26268
C: -0.95824 -0.31803 -0.49041
P: -0.99545 -2.12427 -0.19761
H: 5.36296 -3.23293 -1.57483
C: -2.68839 -2.48903 -0.91704
C: -6.01993 4.04170 -5.24543
H: 2.02664 2.66215 6.70554
C: 0.04149 -2.88001 -2.74268
H: -1.24411 -0.76948 4.44215
H: 1.39833 3.14160 4.28389
C: 5.26677 -1.97541 2.73061
H: 1.16089 -1.99042 -1.05321
C: 0.31478 1.36922 4.20764
H: 0.70434 0.01384 -1.97751
C: -2.74004 2.72190 -2.83015
H: -2.44855 0.02515 1.01782
N: -6.76597 5.04605 -4.78810
C: -0.84499 -3.15526 1.29541
C: -3.71056 -2.09338 0.16107
H: 0.20144 -3.50475 1.32807
H: -0.87814 1.18869 -3.67045
H: 0.64015 -3.67068 -0.78332
C: 5.43537 -2.25183 -2.06696
H: -4.27522 -2.97526 0.49777
H: 6.67592 1.88021 0.56935
C: -4.65203 4.14031 -3.23377
C: -6.50124 5.65335 -3.63965
H: 4.35322 -2.66758 0.94762



Molecular formula: C29H46BrN3P2PdS
Method: DFT, ωB97M-V/def2-TZVPD

Kohn-Sham gap (alpha / beta) in eV: 7.52 / 4.94
E_tot in Eh: -5079.17571
2S+1: 3
ΔE to the lowest compared entry with this formula, charge and spin in kcal/mol: 0.00
Charge: +2

CARTESIAN COORDINATES (ANGSTROEM)
C: 0.47517 -3.71888 0.46627
H: 0.75697 -2.54678 -2.31283
C: 4.71027 -0.05468 -1.34053
C: -1.18243 3.17052 -3.83873
H: 0.22217 -3.75558 1.54117
C: -1.73383 1.12852 -0.68833
H: 0.39227 5.22402 -1.59193
C: -0.41513 0.31442 5.31917
H: 2.83697 3.56402 -2.16203
C: 3.45667 3.20362 -1.32353
H: -3.61913 -3.41508 1.66977
H: 2.35987 -2.67548 0.76057
C: -1.16863 -1.80888 -2.98643
H: 0.93017 2.08402 2.97267
H: -2.93553 -2.30608 -0.43303
H: -0.37043 3.44912 -0.03613
H: 1.13307 2.13552 -2.90853
H: -2.30863 -3.97188 -0.48563
H: 3.79567 4.09272 -0.76043
C: 0.51817 0.01962 3.40187
H: -0.67633 -2.30998 5.58817
N: -4.90663 -0.65388 3.12727
H: -1.41503 3.10312 -4.90513
C: 2.65427 2.27432 -0.40483
C: -3.90453 0.06222 3.67057
S: 1.26177 -0.70128 2.14827
Pd: -0.01123 0.04052 0.25587
H: 0.73417 0.45292 -3.20173
C: 2.70057 1.01372 -3.91793
H: -0.80283 -2.49908 3.80097
H: -0.89193 0.13052 6.27437
H: -0.19523 2.50772 5.26907
C: 1.99087 -3.60818 0.30287
C: -2.89813 0.69032 2.93207
H: -0.96593 -2.01308 -4.05283
H: 5.39777 -0.91998 -1.30933
N: 0.52867 1.35102 3.59977
H: 4.35037 2.71392 -1.74253
H: 1.81127 2.83212 0.03537
P: -0.51103 -2.29458 -0.26033
P: 1.85657 0.71692 -1.09503
H: -0.95073 -0.74568 -2.78783
H: 2.50407 -4.45668 0.78957
H: -4.05243 -0.23508 -0.13183
H: 5.01307 0.63222 -0.53103
H: 3.52127 1.71642 -3.70283
H: -2.24733 -1.96998 -2.81333
C: -0.44203 4.25272 -3.34503
H: -2.38393 0.39812 -1.18303
C: -0.18733 -2.07968 4.61757
H: -0.53753 -3.77088 -2.24513
H: -1.43953 2.15112 1.19417
C: 3.26227 -0.52628 -1.15733
C: -4.91383 -0.72958 1.78407
H: 2.97677 -1.24178 -1.95163
C: -2.22123 -3.00108 0.04137
H: 2.29137 -3.59958 -0.75893
H: -3.90823 0.14442 4.76707
H: 0.09797 -4.65998 0.01997
H: -5.74793 -1.28968 1.33727
H: -2.17793 1.32402 -3.34133
H: 3.12387 -0.00498 -3.95933
C: -0.05253 1.54402 4.80087
H: 3.17937 -1.09168 -0.21623
H: 2.31697 1.25182 -4.92683
H: 0.81297 -2.56048 4.60057
H: -1.95233 -3.94688 2.00227
C: -0.31313 -2.69868 -2.07963
H: -2.12683 1.27302 3.44727
C: -2.55683 -3.15298 1.52977
H: 4.86767 0.46282 -2.29963
C: -0.16393 4.36232 -1.97143
C: -1.30043 2.22142 -1.57123
C: -1.60523 2.17302 -2.95233
H: -2.37333 -2.21048 2.07237
C: 1.55977 1.11922 -2.89903
C: -0.59753 3.35932 -1.10273
H: 3.26757 1.93812 0.45297
N: -0.04423 -0.63738 4.43997
C: -3.95183 -0.14748 0.95407
C: -1.83713 1.24322 0.72357
Br: 0.20387 5.59152 -4.54513
C: -2.87453 0.57582 1.51977